[1]
# C31H64AsCdN6O3Si3Te

C31H64AsCdN6O3Si3Te as an isolated structure (ωB97M-V/def2-TZVPD, OMol25).

```
110
Properties=species:S:1:pos:R:3
Cd 0.253 0.872 1.351
N -1.893 0.444 -3.388
C -2.615 1.544 -3.016
C -2.161 2.565 -3.791
N -1.161 2.133 -4.625
C -1.012 0.856 -4.345
C -0.096 -0.043 -5.045
N 1.192 0.138 -5.218
C 1.612 -0.907 -6.003
C 0.569 -1.730 -6.303
N -0.517 -1.177 -5.670
H -1.787 -0.383 -2.815
H -3.300 1.534 -2.190
H -2.443 3.603 -3.736
H 2.644 -1.012 -6.290
H 0.504 -2.643 -6.869
H -1.475 -1.471 -5.734
C 3.090 -1.764 0.523
O 1.849 -1.571 1.163
Si 1.487 -1.616 2.799
C 0.096 -2.868 2.917
C 2.947 -2.429 3.680
C 1.054 0.082 3.334
Si -0.354 0.158 4.532
C -0.772 1.912 5.075
C -1.976 -0.544 3.850
C -0.016 -0.802 6.130
Si 2.473 1.211 3.715
C 4.040 0.873 2.723
C 2.060 3.012 3.332
C 2.994 1.127 5.532
H 3.247 -0.954 -0.189
H 3.920 -1.773 1.234
H 3.093 -2.723 -0.010
H 0.476 -3.846 2.608
H -0.743 -2.613 2.264
H -0.278 -2.965 3.939
H 3.293 -3.305 3.124
H 2.618 -2.778 4.664
H 3.798 -1.768 3.837
H -1.055 2.528 4.217
H 0.057 2.402 5.591
H -1.621 1.879 5.765
H -2.101 -1.605 4.074
H -2.034 -0.427 2.766
H -2.820 -0.004 4.291
H 0.845 -0.397 6.665
H 0.190 -1.858 5.931
H -0.883 -0.751 6.796
H 3.816 0.896 1.657
H 4.518 -0.078 2.959
H 4.766 1.664 2.937
H 1.836 3.122 2.266
H 2.905 3.665 3.570
H 1.182 3.380 3.862
H 3.263 0.106 5.817
H 2.193 1.456 6.198
H 3.862 1.769 5.710
O -2.461 -2.152 0.373
C -3.584 -1.742 0.632
C -4.146 -0.472 0.042
C -4.560 0.607 1.049
C -5.885 0.375 1.764
C -5.924 -0.867 2.648
C -5.750 -2.161 1.860
N -4.386 -2.463 1.463
H -4.998 -0.732 -0.599
H -3.343 -0.066 -0.572
H -4.601 1.552 0.504
H -3.756 0.751 1.769
H -6.693 0.301 1.025
H -6.105 1.255 2.374
H -6.890 -0.912 3.160
H -5.148 -0.812 3.417
H -6.394 -2.132 0.974
H -6.084 -3.009 2.459
H -3.917 -3.239 1.902
C -1.367 -3.235 -2.769
As 0.045 -2.355 -1.687
C 0.115 -3.820 -0.397
C 1.546 -2.945 -2.814
H -1.088 -4.274 -2.961
H -1.531 -2.752 -3.734
H -2.299 -3.211 -2.203
H 0.208 -4.770 -0.926
H -0.808 -3.787 0.179
H 0.956 -3.680 0.279
H 1.634 -4.033 -2.803
H 2.476 -2.503 -2.455
H 1.395 -2.614 -3.841
O 2.288 1.247 -0.134
C 2.386 2.191 -0.927
C 3.125 3.447 -0.517
C 2.183 4.649 -0.365
C 1.856 5.355 -1.675
C 1.119 4.509 -2.707
C 1.887 3.253 -3.123
N 1.817 2.181 -2.134
H 3.938 3.657 -1.222
H 3.596 3.208 0.435
H 2.656 5.370 0.306
H 1.267 4.303 0.127
H 2.798 5.696 -2.128
H 1.279 6.257 -1.454
H 0.951 5.116 -3.603
H 0.137 4.190 -2.356
H 2.933 3.500 -3.329
H 1.439 2.836 -4.023
H 1.237 1.390 -2.373
Te -1.350 2.588 0.309
```

F_max ... 0.0078 hartree/bohr
HOMO ... -3.0980 eV
Calculated total energy ... -5314.185241 Ha
Total charge ... -1
HOMO-LUMO gap ... 0.203 Eh
Energy above the lowest of the compared OMol25 structures with the same formula, charge and spin ... 0.0 kcal per mole

Atomic partial charges in e from the Löwdin method, atoms 1 to 99: atom 1 (Cd): 0.97, atom 2 (N): 0.12, atom 3 (C): -0.16, atom 4 (C): -0.16, atom 5 (N): 0.12, atom 6 (C): -0.32, atom 7 (C): -0.30, atom 8 (N): 0.12, atom 9 (C): -0.17, atom 10 (C): -0.12, atom 11 (N): 0.10, atom 12 (H): 0.10, atom 13 (H): 0.06, atom 14 (H): 0.10, atom 15 (H): 0.09, atom 16 (H): 0.10, atom 17 (H): 0.15, atom 18 (C): -0.16, atom 19 (O): -0.36, atom 20 (Si): 0.24, atom 21 (C): -0.16, atom 22 (C): -0.16, atom 23 (C): -0.58, atom 24 (Si): 0.33, atom 25 (C): -0.19, atom 26 (C): -0.20, atom 27 (C): -0.18, atom 28 (Si): 0.34, atom 29 (C): -0.18, atom 30 (C): -0.19, atom 31 (C): -0.19, atom 32 (H): 0.07, atom 33 (H): 0.07, atom 34 (H): 0.07, atom 35 (H): 0.03, atom 36 (H): 0.01, atom 37 (H): 0.02, atom 38 (H): 0.03, atom 39 (H): 0.03, atom 40 (H): 0.00, atom 41 (H): 0.02, atom 42 (H): 0.01, atom 43 (H): 0.03, atom 44 (H): 0.02, atom 45 (H): -0.01, atom 46 (H): 0.03, atom 47 (H): 0.01, atom 48 (H): 0.01, atom 49 (H): 0.03, atom 50 (H): 0.01, atom 51 (H): 0.01, atom 52 (H): 0.03, atom 53 (H): -0.01, atom 54 (H): 0.03, atom 55 (H): 0.01, atom 56 (H): 0.02, atom 57 (H): 0.01, atom 58 (H): 0.02, atom 59 (O): -0.02, atom 60 (C): -0.48, atom 61 (C): -0.11, atom 62 (C): -0.23, atom 63 (C): -0.21, atom 64 (C): -0.19, atom 65 (C): -0.19, atom 66 (N): 0.08, atom 67 (H): 0.13, atom 68 (H): 0.06, atom 69 (H): 0.08, atom 70 (H): 0.06, atom 71 (H): 0.11, atom 72 (H): 0.11, atom 73 (H): 0.10, atom 74 (H): 0.11, atom 75 (H): 0.12, atom 76 (H): 0.11, atom 77 (H): 0.14, atom 78 (C): -0.34, atom 79 (As): 1.08, atom 80 (C): -0.33, atom 81 (C): -0.33, atom 82 (H): 0.02, atom 83 (H): -0.02, atom 84 (H): 0.01, atom 85 (H): 0.02, atom 86 (H): 0.00, atom 87 (H): 0.00, atom 88 (H): 0.02, atom 89 (H): 0.00, atom 90 (H): -0.02, atom 91 (O): -0.13, atom 92 (C): -0.52, atom 93 (C): -0.10, atom 94 (C): -0.21, atom 95 (C): -0.21, atom 96 (C): -0.19, atom 97 (C): -0.17, atom 98 (N): 0.11, atom 99 (H): 0.12


[2]
# C31H64N4O10PSSiSr

C31H64N4O10PSSiSr as an isolated structure (ωB97M-V/def2-TZVPD, OMol25).

```
113
Properties=species:S:1:pos:R:3
Sr -0.939 -0.157 -1.179
N -0.660 -1.347 -3.723
C 0.541 -1.071 -4.506
C 1.771 -1.118 -3.600
N 1.681 -0.210 -2.480
C 2.255 1.105 -2.612
C 1.297 2.158 -3.159
N 0.091 2.213 -2.339
H -1.492 -1.387 -4.299
H -0.576 -2.251 -3.257
H 0.697 -1.783 -5.329
H 0.440 -0.078 -4.954
H 1.854 -2.132 -3.206
H 2.666 -0.922 -4.211
H 1.867 -0.616 -1.567
H 2.569 1.427 -1.615
H 3.160 1.095 -3.242
H 1.838 3.114 -3.200
H 1.005 1.911 -4.183
H 0.314 2.394 -1.362
H -0.533 2.956 -2.624
O -3.353 -2.060 4.345
C -3.171 -1.544 3.096
C -3.468 -2.274 1.950
C -3.228 -1.683 0.723
N -2.743 -0.448 0.615
C -2.466 0.246 1.717
C -2.668 -0.257 2.988
C -1.888 1.657 1.499
O -1.951 2.433 2.457
O -1.414 1.871 0.342
C -3.427 -2.461 -0.593
O -4.136 -3.474 -0.535
O -2.799 -1.998 -1.591
H -3.715 -2.949 4.259
H -3.878 -3.277 1.981
H -2.431 0.347 3.851
C 1.761 3.107 0.762
C 2.083 2.657 2.182
C 1.263 3.460 3.182
C 3.571 2.833 2.487
O 1.678 1.292 2.349
Si 1.951 -0.115 1.532
O 1.105 -0.446 0.239
O 1.636 -1.272 2.689
C 1.798 -1.279 4.102
C 1.662 -2.735 4.535
C 0.699 -0.446 4.756
C 3.179 -0.755 4.490
O 3.597 -0.047 1.255
C 4.524 -0.964 0.691
C 3.960 -2.378 0.605
C 4.913 -0.470 -0.701
C 5.752 -0.936 1.595
H 2.008 4.163 0.625
H 0.694 2.957 0.584
H 2.343 2.519 0.045
H 1.512 4.522 3.108
H 1.491 3.122 4.197
H 0.197 3.325 2.996
H 3.845 3.887 2.394
H 4.178 2.240 1.807
H 3.783 2.515 3.510
H 0.685 -3.120 4.237
H 1.752 -2.824 5.620
H 2.435 -3.350 4.067
H -0.276 -0.894 4.554
H 0.703 0.566 4.350
H 0.847 -0.405 5.838
H 3.949 -1.366 4.013
H 3.318 -0.800 5.573
H 3.303 0.275 4.160
H 3.113 -2.405 -0.083
H 3.618 -2.708 1.587
H 4.724 -3.070 0.244
H 4.063 -0.536 -1.382
H 5.728 -1.074 -1.109
H 5.240 0.570 -0.647
H 5.501 -1.274 2.602
H 6.135 0.084 1.666
H 6.539 -1.580 1.194
C -1.312 -4.809 -0.474
S -0.277 -3.357 -0.334
C 0.794 -3.987 0.940
O 0.505 -3.296 -1.617
H -0.675 -5.667 -0.694
H -2.028 -4.618 -1.270
H -1.862 -4.941 0.458
H 0.162 -4.230 1.796
H 1.481 -3.199 1.236
H 1.318 -4.872 0.572
C -2.901 4.022 -1.690
C -4.010 2.973 -1.718
P -3.482 1.394 -2.509
C -3.453 1.831 -4.308
C -4.716 2.347 -4.990
C -4.991 0.346 -2.317
C -6.365 1.009 -2.239
H -3.257 4.951 -1.241
H -2.552 4.265 -2.700
H -2.066 3.658 -1.089
H -4.913 3.367 -2.192
H -4.273 2.707 -0.690
H -3.091 0.932 -4.817
H -2.645 2.563 -4.409
H -5.488 1.577 -5.024
H -4.507 2.648 -6.020
H -5.130 3.213 -4.471
H -4.810 -0.223 -1.402
H -4.950 -0.401 -3.115
H -6.435 1.665 -1.370
H -7.142 0.248 -2.134
H -6.599 1.606 -3.121
```

F_max ... 0.0110 hartree/bohr
HOMO ... -5.9841 eV
Calculated total energy ... -3251.317937 Ha
Total charge ... -1
HOMO-LUMO gap ... 0.306 Eh
Energy above the lowest of the compared OMol25 structures with the same formula, charge and spin ... 0.0 kcal per mole

Atomic partial charges in e from the Löwdin method, atoms 1 to 99: atom 1 (Sr): 1.30, atom 2 (N): -0.04, atom 3 (C): -0.26, atom 4 (C): -0.23, atom 5 (N): -0.11, atom 6 (C): -0.23, atom 7 (C): -0.25, atom 8 (N): -0.01, atom 9 (H): 0.07, atom 10 (H): 0.04, atom 11 (H): 0.11, atom 12 (H): 0.09, atom 13 (H): 0.10, atom 14 (H): 0.11, atom 15 (H): 0.05, atom 16 (H): 0.09, atom 17 (H): 0.11, atom 18 (H): 0.11, atom 19 (H): 0.10, atom 20 (H): 0.04, atom 21 (H): 0.05, atom 22 (O): 0.06, atom 23 (C): -0.29, atom 24 (C): 0.05, atom 25 (C): -0.20, atom 26 (N): 0.05, atom 27 (C): -0.16, atom 28 (C): 0.06, atom 29 (C): -0.62, atom 30 (O): 0.01, atom 31 (O): -0.18, atom 32 (C): -0.69, atom 33 (O): -0.01, atom 34 (O): -0.17, atom 35 (H): 0.10, atom 36 (H): 0.12, atom 37 (H): 0.13, atom 38 (C): -0.02, atom 39 (C): -0.62, atom 40 (C): -0.03, atom 41 (C): -0.03, atom 42 (O): -0.10, atom 43 (Si): 0.02, atom 44 (O): -0.40, atom 45 (O): -0.12, atom 46 (C): -0.64, atom 47 (C): -0.04, atom 48 (C): -0.01, atom 49 (C): -0.02, atom 50 (O): -0.11, atom 51 (C): -0.64, atom 52 (C): -0.03, atom 53 (C): -0.02, atom 54 (C): -0.03, atom 55 (H): 0.09, atom 56 (H): 0.07, atom 57 (H): 0.07, atom 58 (H): 0.08, atom 59 (H): 0.08, atom 60 (H): 0.07, atom 61 (H): 0.08, atom 62 (H): 0.07, atom 63 (H): 0.08, atom 64 (H): 0.08, atom 65 (H): 0.08, atom 66 (H): 0.08, atom 67 (H): 0.07, atom 68 (H): 0.08, atom 69 (H): 0.09, atom 70 (H): 0.07, atom 71 (H): 0.09, atom 72 (H): 0.07, atom 73 (H): 0.07, atom 74 (H): 0.08, atom 75 (H): 0.09, atom 76 (H): 0.06, atom 77 (H): 0.08, atom 78 (H): 0.09, atom 79 (H): 0.07, atom 80 (H): 0.09, atom 81 (H): 0.08, atom 82 (C): -0.24, atom 83 (S): 0.82, atom 84 (C): -0.24, atom 85 (O): -0.53, atom 86 (H): 0.06, atom 87 (H): 0.05, atom 88 (H): 0.06, atom 89 (H): 0.06, atom 90 (H): 0.01, atom 91 (H): 0.07, atom 92 (C): -0.16, atom 93 (C): -0.42, atom 94 (P): 0.94, atom 95 (C): -0.42, atom 96 (C): -0.16, atom 97 (C): -0.40, atom 98 (C): -0.15, atom 99 (H): 0.07


- Which value of HOMO does entry 2 give?
  -5.9841 eV